This record from the OMol25 dataset describes a cluster of 12 separate species, C52H92N12O4 in total in a non-equilibrium geometry. The level of theory is ωB97M-V/def2-TZVPD.

The SMILES is c1cc[nH]c1.c1cc[nH]c1.c1cc[nH]c1.c1cc[nH]c1.COCCNCCOC.COCCNCCOC.CCCC#N.CCCC#N.CCCC#N.CCCC#N.CCCC#N.CCCC#N. As for the energy: -2994.2913 a.u. Its highest occupied orbital energy is -7.85 eV.

ORCA input file:
```
! RIJCOSX wB97M-V def2-TZVPD def2/J DEFGRID3
* xyz 0 1
C -5.69 -3.66 -0.43
C -6.96 -4.26 -0.56
C -6.94 -5.12 -1.63
N -5.69 -5.06 -2.18
C -4.92 -4.22 -1.46
H -5.34 -2.93 0.29
H -7.77 -4.10 0.13
H -7.70 -5.78 -2.02
H -5.34 -5.67 -2.90
H -3.87 -4.10 -1.70
C 0.39 -5.80 1.89
C 0.37 -5.36 3.21
C -0.95 -5.37 3.65
N -1.71 -5.88 2.60
C -0.93 -6.10 1.56
H 1.26 -6.02 1.28
H 1.17 -4.93 3.80
H -1.39 -4.89 4.51
H -2.71 -5.92 2.46
H -1.44 -6.46 0.68
C 3.28 -1.48 -7.17
C 4.49 -1.59 -7.82
C 4.46 -0.75 -8.91
N 3.28 -0.03 -8.90
C 2.55 -0.46 -7.79
H 2.99 -2.05 -6.30
H 5.31 -2.26 -7.61
H 5.15 -0.52 -9.71
H 2.99 0.73 -9.51
H 1.54 -0.16 -7.59
C 2.41 -7.31 -4.74
C 1.73 -7.49 -3.56
C 1.19 -8.80 -3.63
N 1.49 -9.37 -4.84
C 2.27 -8.54 -5.50
H 3.07 -6.49 -4.97
H 1.65 -6.76 -2.76
H 0.52 -9.28 -2.94
H 1.24 -10.31 -5.11
H 2.78 -8.89 -6.39
C -10.74 2.70 -2.35
O -9.34 2.53 -2.45
C -8.92 1.50 -1.59
C -7.37 1.51 -1.34
N -6.58 1.69 -2.55
C -6.48 0.42 -3.30
C -6.19 0.68 -4.78
O -7.19 1.52 -5.39
C -8.56 0.96 -5.53
H -11.11 3.56 -2.90
H -11.14 2.75 -1.34
H -11.13 1.80 -2.82
H -9.16 0.55 -2.06
H -9.36 1.51 -0.59
H -7.01 0.60 -0.85
H -7.14 2.33 -0.65
H -7.16 2.22 -3.19
H -7.46 -0.06 -3.28
H -5.77 -0.28 -2.86
H -6.22 -0.24 -5.35
H -5.19 1.09 -4.92
H -8.59 0.01 -6.06
H -9.13 1.76 -5.99
H -9.02 0.86 -4.54
C 4.69 -4.57 6.43
O 5.13 -4.09 5.20
C 6.47 -3.67 5.22
C 6.93 -2.98 3.90
N 7.20 -3.87 2.75
C 6.01 -4.48 2.16
C 6.38 -5.17 0.84
O 6.76 -4.30 -0.22
C 5.68 -3.49 -0.57
H 3.60 -4.67 6.43
H 4.99 -3.84 7.18
H 5.00 -5.56 6.76
H 7.11 -4.48 5.56
H 6.59 -2.94 6.02
H 7.83 -2.45 4.20
H 6.27 -2.14 3.67
H 7.60 -3.29 2.02
H 5.19 -3.79 1.98
H 5.58 -5.23 2.82
H 5.65 -5.91 0.52
H 7.30 -5.74 0.96
H 5.66 -2.62 0.08
H 4.71 -3.98 -0.51
H 5.79 -3.12 -1.59
C -0.57 3.82 -3.86
C -1.08 5.30 -3.96
C -2.19 5.62 -2.89
C -2.29 7.03 -2.65
N -2.33 8.18 -2.44
H -1.45 3.19 -3.81
H 0.05 3.67 -2.98
H -0.03 3.58 -4.77
H -1.43 5.46 -4.97
H -0.33 6.08 -3.83
H -1.92 5.18 -1.93
H -3.21 5.26 -3.04
C 5.77 2.07 -3.23
C 4.52 2.70 -2.79
C 4.70 3.89 -1.73
C 3.55 4.58 -1.21
N 2.61 5.12 -0.80
H 5.59 1.29 -3.97
H 6.33 1.58 -2.43
H 6.48 2.70 -3.76
H 3.92 1.96 -2.26
H 3.94 3.03 -3.66
H 5.41 4.63 -2.09
H 5.18 3.48 -0.84
C -1.92 0.43 0.61
C -0.51 0.74 1.01
C 0.51 -0.45 0.87
C 0.49 -1.16 -0.43
N 0.46 -1.66 -1.46
H -2.58 1.29 0.62
H -2.29 -0.29 1.35
H -2.02 -0.12 -0.33
H -0.47 1.00 2.07
H -0.13 1.64 0.52
H 0.20 -1.22 1.58
H 1.53 -0.12 1.06
C 5.12 7.38 3.87
C 4.37 7.00 5.12
C 4.53 5.45 5.34
C 4.20 4.52 4.26
N 3.89 3.77 3.40
H 4.91 8.43 3.64
H 4.80 6.77 3.03
H 6.20 7.27 3.91
H 3.34 7.31 4.95
H 4.65 7.54 6.02
H 3.87 5.15 6.15
H 5.51 5.11 5.69
C -0.48 1.80 7.62
C 0.68 1.21 6.82
C 0.49 -0.27 6.34
C -0.02 -1.21 7.39
N -0.44 -1.93 8.21
H -1.34 2.02 6.97
H -0.23 2.71 8.16
H -0.77 1.06 8.36
H 1.55 1.24 7.48
H 0.87 1.88 5.99
H 1.38 -0.76 5.94
H -0.16 -0.28 5.46
C -3.21 5.08 3.11
C -1.85 5.64 3.63
C -1.51 7.09 3.11
C -2.47 8.09 3.57
N -3.25 8.85 3.98
H -3.99 5.77 3.45
H -3.36 4.10 3.56
H -3.35 5.03 2.03
H -1.10 4.97 3.20
H -1.64 5.71 4.70
H -1.48 7.25 2.03
H -0.59 7.58 3.41
*
```